Density functional theory data (ωB97M-V/def2-TZVPD) for a structure of composition C11H34BrCuN8O5.

Output
LUMO energy (alpha / beta) in Eh: -0.083 / -0.141
Energy above the lowest of the compared OMol25 structures with the same formula, charge and spin in kcal/mol: 76.6
Gap between HOMO and LUMO (alpha / beta) in eV: 8.26 / 6.58

```
! RIJCOSX wB97M-V def2-TZVPD def2/J DEFGRID3
* xyz 1 2
Br 3.491 -1.217 -0.893
Cu 1.043 0.114 -0.431
O -2.525 -3.754 0.654
O 0.422 -0.890 -2.300
O 1.742 1.274 1.392
O -1.546 0.204 2.264
O 2.025 1.719 -1.404
N 0.251 -1.255 1.139
N 2.693 0.696 3.239
N 0.100 -0.049 -4.320
N 1.217 -1.879 -4.109
N 3.345 2.510 2.329
N -0.953 1.267 -0.686
N 2.865 2.558 -3.287
N 2.126 3.942 -1.851
C -1.743 1.844 0.333
C -1.289 0.943 3.378
C 0.418 -3.329 -0.079
C -0.466 -2.348 0.515
C -2.438 0.782 1.262
C -2.898 2.493 -0.448
C -3.237 -4.639 1.501
C 0.531 -0.983 -3.520
C 2.549 1.496 2.235
C -1.557 -3.020 1.400
C 2.318 2.636 -2.128
H -0.846 1.896 3.090
H 1.049 -2.895 -0.854
H -3.857 -5.262 0.855
H -2.800 -0.011 0.607
H 4.164 2.400 2.910
H -3.809 -4.081 2.243
H -0.724 0.342 4.091
H -0.991 -3.587 2.140
H -2.265 1.233 3.767
H -1.138 2.580 0.862
H -1.021 -2.005 -0.358
H -3.587 1.754 -0.856
H 1.131 -3.694 0.661
H 3.056 1.660 -3.709
H -2.094 -2.308 2.027
H -2.650 -5.395 2.021
H -0.705 2.122 -1.165
H 0.227 -0.011 -5.322
H 3.386 3.133 1.535
H -1.521 0.914 -1.443
H -2.557 3.154 -1.246
H 1.473 -1.868 -5.085
H 2.194 -0.175 3.350
H -0.124 -4.035 -0.708
H 1.446 -2.741 -3.636
H -0.399 -0.669 1.644
H -3.457 3.103 0.262
H 3.547 0.850 3.756
H 3.080 3.358 -3.864
H 2.630 4.618 -2.406
H 1.590 4.233 -1.045
H -0.405 0.694 -3.860
H 0.846 -1.615 1.872
H -3.357 1.193 1.679
*
```

Density functional theory data (ωB97M-V/def2-TZVPD) for a cluster of 6 separate species, C11H35N5O7 in total.

Output
Structure (SMILES): COCCNCCOC.NC(N)=O.NC(N)=O.CO.CO.CO
LUMO energy in Eh: 0.019
Gap between HOMO and LUMO in eV: 9.43

```
! RIJCOSX wB97M-V def2-TZVPD def2/J DEFGRID3
* xyz 0 1
O -2.167 -0.778 -5.661
O -0.222 4.326 -2.589
O 1.556 -4.423 1.903
O 1.511 0.025 3.628
O -2.503 -2.207 -1.231
O -0.456 0.626 0.319
O 1.492 4.233 2.237
N 1.709 5.653 0.407
N -4.665 -2.567 -0.904
N 0.521 3.738 0.265
N -3.458 -1.372 0.657
N 1.032 -1.393 1.538
C -3.477 -1.997 -0.550
C 2.754 -4.615 1.237
C 2.384 -1.332 1.997
C -0.495 0.487 -1.067
C 1.538 1.209 4.442
C 1.282 4.506 1.074
C 0.805 -2.457 0.512
C -0.912 3.795 -3.640
C -2.211 -0.319 -4.248
C 2.576 -0.062 2.718
C 0.539 -3.924 1.044
H 3.182 -3.680 0.823
H -2.009 3.899 -3.558
H 0.307 2.797 0.607
H 0.179 0.038 0.764
H 1.229 5.940 -0.468
H -4.578 -3.540 -1.154
H -1.089 1.303 -1.547
H 3.479 -5.017 1.881
H 1.630 -2.392 -0.179
H -0.105 -2.297 -0.114
H 2.463 0.794 2.029
H 3.059 -1.338 1.126
H 0.389 -4.679 0.241
H -4.329 -0.903 0.957
H -0.799 4.631 -1.865
H -1.314 -0.673 -3.728
H -0.573 2.768 -3.560
H 0.776 1.227 5.178
H 2.549 -5.289 0.386
H 1.436 2.183 3.888
H -2.603 -0.906 0.871
H 0.765 3.763 -0.749
H -2.132 0.734 -4.306
H -0.615 4.260 -4.569
H -2.268 -1.722 -5.708
H -5.445 -2.353 -0.282
H 3.537 -0.086 3.222
H -3.114 -0.656 -3.685
H 0.505 0.555 -1.506
H -0.399 -3.874 1.546
H -0.827 -0.521 -1.326
H 2.617 -2.228 2.559
H 0.363 -1.479 2.278
H 2.505 1.196 4.918
H 2.100 6.390 0.943
*
```

Density functional theory data (ωB97M-V/def2-TZVPD) for a cluster of 7 separate species, C11H35NO12S2 in total.

Output
LUMO energy (alpha / beta) in Eh: 0.066 / 0.066
Gap between HOMO and LUMO (alpha / beta) in eV: 1.77 / 5.94

```
! RIJCOSX wB97M-V def2-TZVPD def2/J DEFGRID3
* xyz -1 2
S -4.415 -0.295 -2.656
S 5.114 1.686 4.363
O 1.122 -2.119 -4.156
O -4.330 -1.425 0.662
O 4.347 1.528 -0.153
O 4.053 2.041 5.301
O -1.392 0.215 0.498
O 4.643 0.331 3.479
O -0.149 1.356 4.629
O -3.488 0.272 -1.675
O -5.806 -0.004 -2.393
O 6.473 1.563 4.815
O -6.199 -1.318 1.711
O -4.043 0.317 -4.217
N -5.030 -1.084 1.612
C 3.824 0.693 -1.227
C 5.056 2.823 2.885
C -4.450 -0.246 2.695
C 0.965 -1.358 -2.992
C -2.696 0.313 -4.592
C -0.510 0.633 3.470
C -0.631 -0.970 0.508
C 3.121 -0.903 2.131
C 3.245 0.150 3.254
C -4.032 -2.071 -2.857
C -2.591 0.310 -6.172
H 2.153 -0.755 1.653
H -2.971 -2.210 -2.654
H -2.153 1.143 -4.140
H -1.594 0.076 -6.546
H 1.715 -1.582 -2.234
H -2.138 0.182 -0.104
H 2.017 -1.925 -4.442
H -3.683 0.405 2.276
H 2.753 1.092 3.013
H -0.911 1.908 4.819
H -2.201 -0.561 -4.169
H 4.423 -0.216 -1.278
H 5.620 2.309 2.107
H 0.412 -0.655 0.522
H 5.598 3.643 3.357
H -2.973 1.167 -6.727
H -1.332 -0.077 3.567
H 3.993 2.909 2.660
H -0.007 -1.566 -2.543
H 3.247 -1.915 2.517
H -3.172 -0.504 -6.606
H 2.754 -0.270 4.131
H -4.033 -1.016 3.344
H -0.961 -1.606 1.330
H -0.717 -1.474 -0.454
H 0.401 0.145 3.125
H -5.289 0.238 3.195
H -4.650 -2.653 -2.173
H 3.821 -0.753 1.309
H 3.737 1.218 -2.178
H 5.207 1.881 -0.392
H -0.946 1.314 2.739
H 2.842 0.311 -0.947
H -4.176 -2.368 -3.896
H 1.013 -0.275 -3.104
*
```

Density functional theory data (ωB97M-V/def2-TZVPD) for a structure of composition C11H36BClMgO11S3.

Output
LUMO energy in Eh: -0.156
Gap between HOMO and LUMO in eV: 5.70

```
! RIJCOSX wB97M-V def2-TZVPD def2/J DEFGRID3
* xyz 0 1
Cl 33.147 -6.260 -20.860
S 26.848 -11.267 -14.192
S 36.383 -7.751 -13.323
S 23.212 -2.109 -17.984
Mg 30.390 -5.052 -19.386
O 37.330 -6.886 -12.630
O 25.948 -11.404 -13.071
O 23.360 -2.992 -19.168
O 37.184 -8.196 -14.661
O 29.240 -3.646 -12.931
O 28.261 -6.958 -21.183
O 23.852 -0.767 -18.000
O 26.680 -11.967 -15.486
O 28.391 -11.519 -13.628
O 35.710 -8.861 -12.545
O 21.710 -2.108 -17.374
C 26.951 -9.401 -14.509
C 30.748 -12.217 -14.091
C 36.522 -9.217 -15.466
C 27.934 -8.378 -21.005
C 19.647 -1.032 -16.920
C 24.044 -3.017 -16.667
C 29.151 -2.260 -13.066
C 21.208 -0.991 -16.827
C 35.032 -6.656 -14.115
C 29.442 -11.573 -14.537
C 36.851 -8.821 -16.919
B 30.131 -6.079 -16.633
H 19.072 -0.167 -16.590
H 27.051 -8.343 -20.367
H 27.779 -6.587 -21.926
H 27.661 -9.360 -15.335
H 29.202 -12.140 -15.437
H 19.384 -1.258 -17.953
H 23.906 -4.067 -16.924
H 25.948 -9.100 -14.810
H 37.021 -10.156 -15.225
H 31.167 -11.868 -13.147
H 36.729 -7.749 -17.072
H 23.494 -2.823 -15.745
H 35.360 -5.631 -14.284
H 35.460 -9.267 -15.224
H 30.902 -5.338 -16.778
H 29.115 -4.074 -13.780
H 29.375 -2.051 -14.112
H 29.921 -1.892 -12.387
H 21.594 -0.876 -15.814
H 29.195 -5.611 -16.895
H 21.408 -0.063 -17.362
H 31.433 -12.173 -14.938
H 19.229 -1.821 -16.294
H 30.572 -13.282 -13.938
H 29.652 -10.562 -14.888
H 36.221 -9.244 -17.702
H 25.041 -2.576 -16.689
H 34.351 -6.652 -13.264
H 30.130 -6.406 -15.605
H 30.211 -6.882 -17.350
H 28.146 -1.893 -12.859
H 37.916 -8.970 -17.097
H 34.572 -7.064 -15.015
H 27.702 -8.881 -21.944
H 28.723 -8.943 -20.510
H 27.358 -8.926 -13.616
*
```